{"formula": "C4H5NO3", "method": "ωB97M-V/def2-TZVPD", "fmax_ev_per_a": 4.71, "total_energy_ha": -435.65251, "charge": 0, "species": ["C", "C", "C", "C", "H", "H", "H", "H", "H", "N", "O", "O", "O"], "xyz": [[0.322, -0.836, 0.127], [1.418, -0.396, -0.701], [0.383, 0.556, -0.490], [-1.236, -0.534, 0.003], [0.403, -0.077, 1.849], [1.559, -0.820, -1.716], [2.390, -0.226, -0.084], [-0.415, 0.680, -1.319], [-1.892, 1.407, 0.103], [-1.278, 0.822, 0.601], [0.689, -0.943, 1.446], [-0.104, 1.460, 0.406], [-2.239, -1.093, -0.223]]}



{"formula": "C4H5NO3", "method": "ωB97M-V/def2-TZVPD", "fmax_ev_per_a": 3.34, "total_energy_ha": -435.81160, "charge": 0, "smiles": "O=CON1CCC1=O", "species": ["O", "C", "O", "N", "C", "C", "C", "O", "H", "H", "H", "H", "H"], "xyz": [[-1.602, 0.221, 1.106], [-2.149, 0.206, 0.041], [-1.462, -0.250, -1.076], [-0.093, -0.170, -0.769], [0.690, -1.072, -0.058], [1.654, 0.121, 0.310], [0.500, 0.997, -0.302], [0.099, 2.127, -0.354], [-3.190, 0.671, -0.204], [1.058, -1.823, -0.699], [0.122, -1.452, 0.783], [2.611, 0.087, -0.150], [1.763, 0.335, 1.371]]}



Respective gap between HOMO and LUMO values: 9.7, 10.9 eV.
Respective ΔE to the lowest compared entry with this formula, charge and spin values: 168.2, 68.3 kcal per mole.